(1)
{"formula": "C26H37N5O3", "method": "wB97M-V/def2-TZVPD", "elements": ["C", "H", "H", "H", "C", "N", "C", "C", "H", "H", "H", "H", "H", "C", "H", "C", "C", "N", "C", "O", "C", "H", "H", "C", "C", "C", "N", "C", "C", "C", "N", "N", "C", "O", "C", "C", "C", "C", "C", "C", "O", "C", "H", "H", "H", "H", "H", "H", "H", "H", "C", "C", "H", "H", "H", "H", "H", "C", "H", "H", "H", "H", "H", "H", "H", "H", "H", "H", "H", "H", "H"], "xyz": [[-0.2517, -5.2036, -0.6381], [0.6564, -5.4440, -0.0910], [-1.0967, -5.6595, -0.1291], [-0.1838, -5.6333, -1.6345], [-0.4098, -3.6905, -0.7455], [-0.2300, -3.0300, 0.5375], [-1.1962, -3.4053, 1.5546], [-2.6751, -3.2092, 1.1938], [-2.8629, -2.1958, 0.8444], [-2.9827, -3.9025, 0.4154], [-3.2893, -3.3893, 2.0726], [-0.9672, -2.8153, 2.4451], [-1.0265, -4.4549, 1.8093], [-0.0485, -1.5921, 0.4280], [-0.9864, -1.0407, 0.5885], [0.9973, -1.0847, 1.4295], [2.3414, -1.7988, 1.2749], [2.9832, -1.5143, 0.0127], [4.0425, -0.6941, -0.1124], [4.5776, -0.1482, 0.8376], [4.5097, -0.5002, -1.5458], [3.9904, -1.1933, -2.2052], [5.5821, -0.6908, -1.5985], [4.2215, 0.9469, -1.9926], [2.9049, 1.4311, -1.4380], [2.8165, 2.3624, -0.4399], [1.5959, 2.7726, 0.0235], [0.4658, 2.1501, -0.4368], [-0.8642, 2.2462, -0.0897], [-1.5175, 1.3041, -0.9160], [-0.6483, 0.6909, -1.7074], [0.5501, 1.2011, -1.4218], [1.7503, 0.7551, -1.9831], [1.7691, -0.1439, -2.8017], [-2.9170, 0.9045, -0.9293], [-3.2395, -0.3234, -1.5022], [-4.5393, -0.7890, -1.5219], [-5.5435, -0.0188, -0.9639], [-5.2508, 1.2116, -0.4008], [-3.9454, 1.6889, -0.3753], [-3.5948, 2.8977, 0.1548], [-4.6090, 3.7519, 0.6225], [-5.1374, 3.3222, 1.4802], [-5.3292, 3.9932, -0.1657], [-4.1033, 4.6646, 0.9359], [-6.0546, 1.7945, 0.0207], [-6.5653, -0.3687, -0.9650], [-4.7683, -1.7457, -1.9657], [-2.4335, -0.8966, -1.9320], [-1.3220, 2.8644, 0.6503], [1.3990, 3.7668, 1.0629], [1.4085, 3.1362, 2.4535], [1.2857, 3.9054, 3.2112], [0.5933, 2.4226, 2.5455], [2.3436, 2.6112, 2.6331], [2.1636, 4.5403, 0.9786], [0.4333, 4.2417, 0.8763], [4.0614, 2.9153, 0.1834], [4.6670, 2.0756, 0.5265], [4.6359, 3.4842, -0.5461], [3.8661, 3.5514, 1.0371], [5.0341, 1.5972, -1.6820], [4.1604, 0.9617, -3.0829], [2.5289, -1.8605, -0.8176], [3.0320, -1.4715, 2.0555], [2.1748, -2.8761, 1.3542], [1.1344, -0.0111, 1.2860], [0.6432, -1.2455, 2.4488], [0.2826, -1.3585, -0.5845], [-1.3810, -3.4523, -1.2091], [0.3685, -3.3116, -1.4135]], "forces_ev_per_angstrom": [[-0.10, 0.30, -0.09], [0.10, -0.05, 0.06], [-0.08, -0.11, 0.06], [-0.03, -0.10, -0.07], [0.08, -0.19, 0.05], [0.06, 0.02, -0.20], [-0.13, -0.10, 0.07], [0.36, 0.02, 0.02], [-0.09, 0.08, -0.04], [-0.10, -0.06, -0.11], [-0.11, -0.02, 0.06], [0.01, -0.10, 0.04], [-0.02, 0.05, 0.13], [0.14, 0.11, 0.30], [0.03, 0.00, -0.14], [0.08, -0.26, -0.23], [-0.08, 0.17, 0.43], [-0.40, -0.30, -0.06], [0.15, -0.33, -0.57], [0.24, 0.28, 0.29], [0.05, 0.09, 0.08], [0.06, 0.01, -0.01], [-0.02, -0.08, 0.06], [-0.20, -0.10, 0.14], [0.19, 0.18, -0.15], [0.10, -0.26, -0.38], [-0.11, -0.08, -0.17], [-0.28, -0.17, -0.13], [0.18, 0.11, 0.06], [1.00, 0.28, -0.07], [-0.65, -0.46, -0.50], [-0.10, 0.56, 0.59], [0.09, -0.07, -0.05], [0.00, 0.04, 0.02], [-0.44, -0.07, 0.02], [-0.04, 0.18, 0.11], [-0.12, -0.07, -0.04], [0.06, -0.06, -0.05], [-0.07, 0.25, 0.15], [0.11, -0.17, -0.12], [0.19, -0.35, -0.18], [-0.20, 0.16, 0.11], [0.01, 0.01, -0.06], [0.03, -0.03, 0.03], [-0.08, -0.05, -0.01], [-0.03, 0.08, 0.04], [-0.08, -0.02, 0.00], [-0.01, -0.09, -0.04], [0.08, -0.10, -0.04], [0.00, 0.15, 0.16], [0.00, 0.13, 0.50], [-0.02, 0.13, -0.21], [-0.02, 0.06, 0.12], [-0.06, -0.08, 0.03], [0.10, -0.04, 0.04], [-0.14, -0.08, -0.07], [0.15, 0.02, -0.05], [0.02, 0.06, 0.08], [0.02, 0.02, -0.02], [0.02, 0.05, -0.01], [-0.01, 0.06, 0.05], [0.00, 0.02, -0.03], [0.09, 0.05, 0.04], [0.19, 0.08, -0.10], [-0.08, -0.13, -0.07], [0.07, 0.09, 0.05], [0.01, 0.12, 0.07], [-0.04, 0.05, 0.09], [-0.08, 0.01, -0.02], [0.05, 0.03, -0.07], [-0.10, 0.05, -0.02]], "smiles": "CCN(CC)CCCNC(=O)CCc1c(C)n(CC)c2cc(-c3ccccc3OC)nn2c1=O", "e_homo_ev": -8.02, "de_lowest_kj_mol": 15.9, "max_force_ev_per_a": 1.041, "homo_lumo_gap_ev": 8.6}



(2)
{"formula": "C26H37N5O4PtSSi3", "method": "wB97M-V/def2-TZVPD", "elements": ["Pt", "O", "C", "O", "C", "C", "N", "N", "C", "C", "O", "O", "H", "H", "H", "C", "Si", "C", "C", "C", "Si", "C", "C", "C", "Si", "C", "C", "C", "C", "C", "C", "C", "N", "H", "H", "H", "H", "H", "H", "H", "H", "H", "H", "H", "H", "H", "H", "H", "H", "H", "H", "H", "H", "H", "H", "H", "H", "H", "H", "H", "H", "N", "C", "N", "C", "C", "C", "C", "C", "C", "S", "H", "H", "H", "H", "H", "H"], "xyz": [[0.1162, 0.1839, 0.0367], [-6.0339, -1.1009, -0.5786], [-5.4443, -2.2765, -0.7157], [-6.0689, -3.3046, -0.8184], [-3.9542, -2.2980, -0.7454], [-3.2282, -3.4485, -0.9692], [-1.9273, -3.0999, -0.9461], [-1.7546, -1.7962, -0.7121], [-2.9613, -1.2967, -0.5875], [-3.0349, 0.1832, -0.3500], [-4.1315, 0.7468, -0.3820], [-1.9286, 0.7952, -0.1373], [-5.3722, -0.3516, -0.5192], [-3.5666, -4.4548, -1.1423], [-1.1244, -3.6821, -1.1129], [1.7953, 2.9272, 2.0453], [0.1695, 2.1182, 2.5938], [0.0840, 2.4482, 4.4531], [-1.1551, 3.1857, 1.7886], [0.0521, 0.2828, 2.1394], [-1.3900, -0.5455, 3.0560], [-2.9815, 0.4606, 3.0998], [-0.9555, -0.8333, 4.8796], [-1.7819, -2.2892, 2.4284], [1.6041, -0.6513, 2.6232], [2.5183, -0.2444, 4.2168], [1.5069, -2.5264, 2.4886], [2.7936, -0.1090, 1.2232], [4.1796, -0.0145, 1.2576], [4.8790, 0.5319, 0.1981], [4.1618, 0.9996, -0.8929], [2.7899, 0.8695, -0.8929], [2.1278, 0.3109, 0.1324], [1.7667, 3.9629, 2.3948], [1.8950, 2.9556, 0.9585], [2.6960, 2.4727, 2.4624], [0.3788, 3.4849, 4.6301], [0.7313, 1.8098, 5.0536], [-0.9353, 2.3376, 4.8289], [-1.1487, 4.1540, 2.2990], [-2.1615, 2.7797, 1.8413], [-0.9296, 3.3639, 0.7353], [-2.8960, 1.2945, 3.8004], [-3.7861, -0.1830, 3.4657], [-3.2930, 0.8715, 2.1423], [-0.7220, 0.0750, 5.4321], [-0.1258, -1.5331, 5.0040], [-1.8252, -1.2973, 5.3521], [-1.2081, -2.5470, 1.5441], [-2.8410, -2.3905, 2.1827], [-1.5509, -3.0242, 3.2020], [1.8968, -0.4470, 5.0896], [2.8270, 0.8003, 4.2622], [3.4116, -0.8678, 4.3030], [0.9093, -2.9677, 3.2863], [2.5189, -2.9319, 2.5699], [1.0844, -2.8480, 1.5368], [4.6995, -0.3607, 2.1412], [5.9576, 0.6067, 0.2239], [4.6461, 1.4635, -1.7398], [2.1899, 1.2210, -1.7167], [-1.0342, 2.0741, -2.4783], [-0.4404, 0.9464, -2.9116], [0.1213, 0.0870, -2.1049], [0.6750, -0.9856, -2.7945], [1.3227, -2.0780, -2.2263], [1.8228, -3.0615, -3.0627], [1.6856, -2.9724, -4.4478], [1.0429, -1.8894, -5.0227], [0.5425, -0.9064, -4.1837], [-0.3279, 0.5465, -4.6086], [-1.4032, 2.0206, -1.5233], [-1.5746, 2.6072, -3.1392], [1.4297, -2.1389, -1.1509], [2.3318, -3.9133, -2.6317], [2.0824, -3.7550, -5.0796], [0.9300, -1.8154, -6.0956]], "forces_ev_per_angstrom": [[-0.52, 1.07, 0.22], [0.10, 0.22, 0.00], [0.06, -0.09, 0.02], [0.00, 0.05, -0.01], [0.08, -0.04, -0.01], [-0.04, 0.09, 0.01], [-0.30, 0.04, -0.01], [0.45, -0.63, -0.30], [0.02, 0.47, 0.05], [-0.03, -0.23, 0.07], [0.01, -0.05, -0.06], [0.13, -0.28, 0.16], [-0.05, -0.14, 0.01], [-0.02, -0.02, 0.00], [0.00, 0.00, 0.02], [-0.09, -0.05, 0.04], [0.15, -0.04, -0.29], [-0.16, -0.03, -0.06], [0.11, 0.02, 0.10], [0.31, -0.13, 0.46], [-0.06, 0.05, -0.04], [0.07, -0.03, 0.05], [0.03, -0.01, -0.11], [0.00, 0.09, 0.00], [-0.02, 0.18, -0.34], [-0.13, -0.04, -0.02], [0.10, 0.10, 0.07], [-0.16, -0.09, 0.27], [0.06, -0.01, 0.12], [-0.06, -0.01, -0.01], [-0.02, 0.02, -0.02], [0.12, -0.04, 0.04], [-0.24, -0.22, -0.33], [0.02, 0.03, 0.00], [-0.01, -0.04, -0.01], [0.01, -0.04, 0.01], [0.02, 0.04, -0.01], [0.05, -0.01, -0.03], [-0.01, -0.02, 0.03], [-0.02, 0.03, -0.04], [-0.03, -0.05, 0.03], [0.04, -0.04, -0.01], [0.03, 0.02, 0.00], [0.00, -0.01, 0.01], [0.00, -0.04, -0.07], [0.01, 0.02, 0.01], [0.02, -0.01, 0.00], [-0.05, 0.00, 0.00], [0.03, -0.01, -0.05], [-0.02, 0.00, -0.02], [-0.02, 0.00, 0.04], [0.01, 0.01, 0.02], [0.00, 0.04, -0.02], [0.03, -0.02, -0.01], [-0.03, -0.01, 0.01], [0.01, -0.03, 0.00], [-0.02, 0.03, -0.05], [0.03, 0.00, 0.00], [0.02, 0.01, 0.01], [0.03, 0.00, 0.00], [-0.02, 0.00, -0.04], [-0.09, -0.03, 0.02], [-0.05, 0.10, 0.08], [0.14, -0.14, 0.15], [-0.05, -0.03, -0.17], [0.02, 0.00, -0.01], [0.00, 0.00, 0.03], [0.00, 0.00, -0.01], [0.00, -0.01, -0.02], [-0.03, 0.03, 0.06], [0.01, 0.01, 0.06], [0.06, 0.03, -0.15], [0.00, -0.02, 0.03], [-0.02, 0.01, 0.02], [0.01, -0.01, 0.00], [0.01, 0.00, -0.01], [0.00, 0.00, -0.02]], "e_homo_ev": -8.56, "de_lowest_kj_mol": 50.2, "max_force_ev_per_a": 1.206, "homo_lumo_gap_ev": 8.6}



(3)
{"formula": "C26H37N8ORhS3", "method": "wB97M-V/def2-TZVPD", "elements": ["Rh", "C", "N", "C", "C", "N", "C", "C", "C", "C", "C", "C", "C", "C", "C", "N", "C", "N", "C", "C", "N", "C", "C", "C", "N", "C", "C", "H", "H", "H", "H", "H", "H", "H", "H", "H", "H", "H", "H", "H", "H", "H", "H", "H", "H", "H", "H", "H", "H", "H", "H", "H", "H", "H", "H", "H", "H", "C", "O", "C", "S", "S", "H", "H", "H", "S", "C", "N", "C", "C", "C", "N", "H", "H", "H", "H"], "xyz": [[0.1212, 1.2762, 0.4763], [-2.2645, -2.1216, 3.7988], [-1.5335, -1.8103, 2.5652], [-1.2245, -2.9680, 1.7138], [-1.2376, -0.5588, 2.2156], [-1.1893, -0.1399, 0.9509], [-1.9511, -0.8159, -0.0824], [-3.2557, -1.1007, 0.1344], [-3.9655, -1.9889, -0.7181], [-3.2986, -2.6239, -1.7107], [-1.9399, -2.3029, -1.9903], [-1.2189, -3.0021, -2.9945], [0.0671, -2.6671, -3.2576], [0.6382, -1.5276, -2.6302], [-0.0545, -0.7944, -1.7269], [0.4407, 0.5262, -1.3351], [1.0200, 1.2972, -2.2802], [0.6619, 1.2482, -3.5585], [-0.6957, 0.8744, -3.9761], [1.6047, 1.4701, -4.6657], [2.0380, 2.1186, -1.9169], [2.5656, 1.9471, -0.5852], [2.2430, 3.4640, -2.4934], [-1.3001, -1.2743, -1.2552], [-0.9449, 0.3196, 3.2186], [-0.0755, -0.0513, 4.3517], [-0.9273, 1.6984, 2.8620], [-3.1598, -2.6876, 3.5402], [-2.5640, -1.2121, 4.3108], [-1.6547, -2.7295, 4.4648], [-2.1065, -3.3343, 1.1893], [-0.8491, -3.7576, 2.3642], [-0.4522, -2.7161, 0.9921], [-3.7379, -0.6843, 1.0135], [-5.0146, -2.1923, -0.5351], [-3.7889, -3.3736, -2.3212], [-1.7074, -3.8171, -3.5178], [0.6457, -3.2276, -3.9834], [1.6297, -1.1933, -2.9199], [-1.3927, 0.9881, -3.1526], [-0.7254, -0.1505, -4.3448], [-0.9932, 1.5510, -4.7767], [2.6303, 1.4592, -4.3087], [1.4030, 2.4124, -5.1764], [1.4824, 0.6613, -5.3869], [1.8691, 2.3154, 0.1982], [3.4550, 2.5591, -0.4568], [2.8005, 0.9142, -0.3729], [1.5743, 3.6368, -3.3231], [3.2737, 3.5761, -2.8306], [2.0353, 4.2196, -1.7335], [0.0576, -1.1235, 4.3851], [-0.5167, 0.3032, 5.2841], [0.9129, 0.3927, 4.2213], [-1.8330, 1.9942, 2.3493], [-0.0348, 1.9675, 2.2311], [-0.7856, 2.3235, 3.7397], [-2.0312, 6.4921, -0.6705], [-1.9672, 5.1261, -0.1417], [-1.5940, 4.1447, -0.9012], [-1.1188, 4.1908, -2.4692], [-1.8064, 2.5637, -0.1880], [-1.8107, 7.1315, 0.1734], [-3.0410, 6.6602, -1.0296], [-1.3096, 6.6303, -1.4658], [1.9414, -1.0114, 0.8357], [2.6595, -1.9910, 2.0304], [3.5973, -2.8946, 1.6123], [4.2621, -3.7393, 2.4317], [3.9984, -3.7120, 3.7584], [3.0269, -2.7948, 4.1621], [2.3708, -1.9732, 3.3504], [3.7931, -2.8965, 0.6214], [4.9819, -4.4008, 1.9696], [4.5067, -4.3650, 4.4527], [2.7649, -2.7282, 5.2145]], "forces_ev_per_angstrom": [[-0.54, -0.57, -0.30], [0.05, 0.04, -0.18], [-0.03, -0.55, -0.05], [-0.10, 0.22, 0.15], [0.28, 0.07, 0.37], [-0.55, 0.03, -0.92], [0.72, 0.70, 0.50], [-0.88, -0.18, 0.22], [-0.05, 0.37, 0.48], [0.30, -0.19, -0.27], [-0.08, -0.08, -0.06], [-0.41, -0.03, 0.12], [0.54, 0.32, 0.07], [0.56, -0.54, -0.61], [0.10, 1.16, 0.65], [-0.31, -0.92, -0.29], [0.14, 0.09, -0.06], [-0.20, 0.01, -0.53], [0.19, 0.11, -0.01], [-0.17, -0.06, 0.19], [-0.18, 0.29, 0.17], [0.12, 0.00, -0.43], [0.08, -0.25, 0.12], [-0.16, -0.13, -0.09], [0.21, -0.26, -0.05], [-0.25, 0.07, -0.14], [-0.35, 0.14, 0.04], [-0.01, -0.02, -0.03], [0.03, 0.01, -0.04], [0.04, -0.03, 0.05], [-0.06, 0.01, 0.00], [0.00, -0.01, 0.02], [0.00, 0.08, 0.02], [-0.05, -0.08, -0.08], [0.11, 0.04, 0.03], [0.03, 0.04, 0.03], [0.03, 0.09, 0.03], [-0.01, 0.09, 0.07], [-0.08, -0.09, -0.08], [0.01, 0.07, 0.09], [0.02, -0.02, -0.03], [0.01, 0.02, 0.03], [-0.01, 0.04, 0.07], [-0.01, -0.01, 0.02], [-0.04, -0.03, 0.04], [-0.30, 0.51, 0.40], [-0.02, 0.07, 0.04], [0.13, -0.08, -0.05], [-0.11, -0.04, -0.06], [-0.01, -0.07, 0.02], [-0.03, -0.04, 0.00], [-0.02, -0.07, 0.00], [0.00, -0.02, -0.05], [-0.03, 0.03, -0.04], [-0.03, 0.11, -0.03], [0.45, 0.33, 0.07], [0.08, 0.02, 0.04], [0.00, -0.40, 0.14], [-0.06, 0.57, 0.38], [0.68, -0.21, -1.24], [0.18, 0.46, -0.12], [0.20, -1.43, 1.19], [-0.04, 0.03, 0.11], [-0.05, -0.01, -0.06], [0.07, -0.07, -0.06], [0.03, -0.08, 0.15], [-0.09, 0.01, 0.59], [0.08, 0.00, -0.13], [0.03, 0.04, -0.45], [0.07, -0.12, 0.22], [-0.43, 0.43, -0.03], [0.20, -0.11, -0.07], [0.06, -0.05, -0.11], [-0.02, 0.03, -0.05], [-0.05, 0.06, -0.03], [-0.03, 0.04, -0.07]], "total_charge": 2, "e_homo_ev": [-12.72, -12.72], "de_lowest_kj_mol": 117.0, "max_force_ev_per_a": 1.871, "homo_lumo_gap_ev": [5.7, 5.7]}